DFT (the ωB97M-V functional and the def2-TZVPD basis) results for the molecule C6H5N.

The calculation puts the max |F| at 0.81 eV/A.

Structure (XYZ):
```
12
Properties=species:S:1:pos:R:3:forces:R:3
C 1.276 -1.326 0.400 -0.30 -0.13 -0.49
C 0.552 -1.191 -0.693 0.25 0.12 0.76
C -0.392 -0.138 -1.166 0.42 -0.32 0.03
N -1.631 0.079 -0.425 -0.16 -0.15 0.10
C -0.523 1.008 -0.211 0.14 0.27 0.12
C 0.285 0.885 0.989 -0.35 0.10 -0.46
C 0.991 0.681 1.941 0.10 0.41 0.31
H 0.719 -2.144 -1.214 -0.09 0.15 -0.21
H -0.453 0.014 -2.241 -0.07 0.07 0.20
H -1.691 -0.575 0.353 0.02 0.03 -0.09
H -0.704 2.019 -0.576 0.12 -0.24 0.07
H 1.570 0.689 2.843 -0.09 -0.31 -0.34
```
Positions in Å, forces in eV/Å.

The net atomic charges from Löwdin, expressed in e, are:
1. C 0.157
2. C -0.226
3. C -0.274
4. N 0.072
5. C -0.271
6. C -0.107
7. C 0.112
8. H 0.098
9. H 0.133
10. H 0.110
11. H 0.139
12. H 0.057

DFT (the ωB97M-V functional and the def2-TZVPD basis) results for the ion C4H9N4 with charge +1.

The calculation puts the max |F| at 6.64 eV/A. As for the net charge: +1.

Structure (XYZ):
```
17
Properties=species:S:1:pos:R:3:forces:R:3
C 0.525 -0.457 -0.598 2.95 0.01 1.87
C 0.487 0.440 0.498 0.48 2.19 0.29
C -1.736 0.498 1.437 -0.48 2.72 3.21
C 1.797 1.002 0.995 -0.20 0.43 -1.20
N -0.410 -0.687 -1.423 -3.37 1.83 0.55
N -0.526 1.087 1.132 1.46 -2.44 -2.18
N -2.418 -0.159 0.626 -2.11 -3.38 -2.91
N -0.144 -1.439 -2.380 5.94 -1.59 2.51
H 1.572 -0.874 -0.834 -1.45 0.53 0.49
H 1.911 0.809 2.022 -0.08 -0.02 1.56
H 2.671 0.568 0.557 0.37 -0.13 -0.67
H 1.787 2.108 0.811 0.10 -0.87 0.17
H -0.134 1.820 1.710 -0.86 -0.04 0.52
H -3.405 -0.521 0.922 2.69 0.71 -0.57
H -2.010 -0.565 -0.298 -1.09 1.08 1.24
H 0.774 -1.926 -2.128 -1.51 0.02 -2.05
H -0.740 -1.704 -3.050 -2.85 -1.05 -2.83
```
Positions in Å, forces in eV/Å.

The net atomic charges from Löwdin, expressed in e, are:
1. C -0.109
2. C -0.181
3. C -0.143
4. C 0.000
5. N -0.037
6. N 0.076
7. N 0.093
8. N 0.142
9. H 0.159
10. H 0.086
11. H 0.082
12. H 0.133
13. H 0.142
14. H 0.175
15. H 0.118
16. H 0.171
17. H 0.094

DFT (the ωB97M-V functional and the def2-TZVPD basis) results for a cluster of 9 separate species, C9H32N16O11 in total.

The calculation puts the max |F| at 2.87 eV/A. As for the net charge: -2.

Structure (XYZ):
```
68
Properties=species:S:1:pos:R:3:forces:R:3
C -15.486 6.395 11.369 -1.59 1.43 -1.91
O -15.916 5.996 10.221 1.02 -0.36 0.65
O -15.952 7.496 11.854 0.92 -0.41 0.91
O -14.648 5.646 12.031 0.83 0.68 0.87
C -12.090 8.347 13.768 0.94 0.33 0.49
O -11.292 9.027 14.422 -0.58 -0.04 -0.36
N -13.287 8.767 13.288 -0.04 -0.35 -0.05
N -11.830 7.053 13.436 -0.29 -0.96 -0.40
H -13.654 9.678 13.469 0.26 0.06 0.13
H -13.911 8.085 12.876 -0.32 0.18 -0.23
H -10.978 6.555 13.607 0.24 0.59 0.45
H -12.472 6.547 12.854 -0.26 0.21 -0.11
C -15.542 11.167 11.377 -0.17 -0.33 -2.01
O -15.791 10.692 10.273 0.17 0.32 1.09
N -15.104 12.462 11.465 0.54 1.73 0.61
N -15.692 10.521 12.555 -0.14 -0.13 -0.37
H -14.711 12.900 12.282 -0.14 -0.50 0.28
H -14.873 12.991 10.646 -0.28 -0.53 -0.44
H -15.787 9.510 12.450 -0.11 -0.08 0.35
H -15.401 11.010 13.379 -0.09 -0.46 0.35
C -16.807 6.868 15.456 0.15 -1.03 -0.73
O -17.408 6.771 16.527 0.17 0.52 -0.28
N -17.331 7.238 14.264 -0.82 0.62 0.40
N -15.518 6.408 15.290 -0.49 0.60 0.96
H -16.777 7.380 13.406 0.04 -0.07 -0.14
H -18.317 7.435 14.240 0.10 0.02 0.01
H -15.028 6.322 16.164 0.49 -0.18 -0.44
H -15.129 6.379 14.359 0.55 0.17 0.27
C -16.772 3.142 8.000 -0.21 -1.24 -1.13
O -17.011 2.382 7.039 -0.12 0.67 0.70
N -15.918 4.173 7.896 0.88 0.82 -0.53
N -17.273 2.962 9.231 -0.38 0.01 0.95
H -15.751 4.853 8.633 -0.60 0.15 0.20
H -15.682 4.448 6.959 0.01 -0.08 0.00
H -16.971 3.515 10.036 -0.41 0.00 -0.48
H -17.938 2.228 9.395 0.12 -0.09 -0.16
C -13.945 8.814 8.142 -1.69 1.36 0.95
O -15.114 8.998 7.833 0.78 -0.44 -0.60
N -13.410 7.609 8.431 -0.22 -1.53 -0.21
N -13.101 9.870 8.393 1.33 -0.40 -0.35
H -14.055 6.852 8.618 -0.12 0.23 -0.06
H -12.460 7.400 8.664 0.20 0.40 0.09
H -13.381 10.828 8.356 -0.51 -0.12 0.03
H -12.270 9.630 8.902 0.09 0.40 0.13
C -16.645 3.201 12.952 0.51 -1.36 0.72
O -16.943 2.051 13.310 -0.28 0.43 -0.43
N -16.050 3.491 11.764 -0.73 -0.57 0.46
N -16.798 4.266 13.770 -0.24 0.04 -0.50
H -15.674 4.434 11.685 0.55 -0.45 -0.41
H -15.724 2.720 11.210 0.08 -0.08 0.14
H -16.376 5.146 13.521 -0.35 -0.23 0.10
H -17.314 4.146 14.618 0.13 0.08 0.11
C -12.137 4.372 9.812 1.50 -0.71 -0.96
O -11.151 3.923 9.202 -0.58 0.31 0.53
N -12.049 5.062 10.974 -0.40 0.42 0.50
N -13.390 4.273 9.338 -1.68 -0.08 0.07
H -11.176 5.012 11.467 0.02 -0.16 -0.06
H -12.933 5.174 11.491 0.40 0.19 -0.24
H -13.667 3.710 8.555 0.63 -0.08 -0.17
H -14.197 4.581 9.879 0.34 0.36 0.12
C -12.649 3.026 13.945 0.13 -0.79 1.13
O -11.894 2.480 14.759 -0.48 0.34 -0.45
N -13.423 4.114 14.241 0.03 0.96 0.26
N -12.887 2.543 12.709 -0.08 0.15 -0.93
H -13.661 4.859 13.583 -0.27 -0.79 -0.05
H -13.530 4.358 15.208 0.41 -0.05 0.04
H -13.641 2.980 12.205 -0.14 -0.20 -0.08
H -12.624 1.615 12.437 0.29 0.08 0.21
```
Positions in Å, forces in eV/Å.

The net atomic charges from Löwdin, expressed in e, are:
1. C -0.837
2. O -0.096
3. O -0.116
4. O -0.203
5. C -0.676
6. O -0.027
7. N 0.177
8. N 0.160
9. H 0.070
10. H 0.065
11. H 0.101
12. H 0.036
13. C -0.678
14. O 0.039
15. N 0.123
16. N 0.157
17. H 0.077
18. H 0.084
19. H 0.073
20. H 0.087
21. C -0.699
22. O -0.026
23. N 0.155
24. N 0.143
25. H 0.047
26. H 0.104
27. H 0.100
28. H 0.055
29. C -0.697
30. O -0.051
31. N 0.152
32. N 0.164
33. H 0.048
34. H 0.108
35. H 0.060
36. H 0.103
37. C -0.689
38. O 0.019
39. N 0.167
40. N 0.135
41. H 0.077
42. H 0.087
43. H 0.082
44. H 0.077
45. C -0.662
46. O -0.036
47. N 0.123
48. N 0.179
49. H 0.020
50. H 0.099
51. H 0.043
52. H 0.106
53. C -0.701
54. O -0.034
55. N 0.147
56. N 0.166
57. H 0.096
58. H 0.038
59. H 0.090
60. H 0.051
61. C -0.674
62. O -0.021
63. N 0.162
64. N 0.170
65. H 0.039
66. H 0.089
67. H 0.064
68. H 0.108

DFT (the ωB97M-V functional and the def2-TZVPD basis) results for a cluster of 3 separate species, C4H14N3O in total.

The calculation puts the max |F| at 6.05 eV/A. As for the net charge: +1.

Structure (XYZ):
```
22
Properties=species:S:1:pos:R:3:forces:R:3
C 2.277 -0.672 0.366 0.11 -0.23 -0.01
C 0.964 -1.310 0.745 -0.94 1.24 0.05
C -0.251 -0.772 -0.019 -1.28 -1.68 5.67
C -0.196 -0.152 -1.198 -0.41 2.70 -4.74
N -1.411 0.252 -1.875 1.92 0.08 2.82
N -1.469 -1.051 0.622 0.87 1.34 -1.27
N 2.200 0.770 0.291 0.66 0.50 1.14
H 3.022 -0.993 1.078 0.37 -0.23 0.26
H 2.611 -1.051 -0.595 0.07 -0.07 -0.38
H 0.994 -2.370 0.607 0.11 -0.79 -0.33
H 0.739 -1.175 1.809 0.17 0.07 -0.12
H 0.801 0.145 -1.643 -1.12 -1.06 0.16
H -2.289 -0.736 0.093 0.32 -0.19 0.11
H -1.678 1.188 -1.526 -0.50 -0.78 0.07
H -1.411 0.187 -2.859 0.56 0.21 -1.22
H -1.531 -0.715 1.594 0.20 -0.91 -0.57
H 0.235 1.325 1.905 0.23 -0.28 -0.55
H 3.162 1.169 0.464 -1.39 -0.34 -0.45
H 1.541 1.115 1.043 0.11 0.23 -0.65
H -2.198 2.722 0.716 -0.60 1.96 0.84
H -1.051 1.647 1.062 -1.99 1.07 -1.44
O -1.870 1.897 0.453 2.54 -2.84 0.62
```
Positions in Å, forces in eV/Å.

The net atomic charges from Löwdin, expressed in e, are:
1. C -0.278
2. C -0.138
3. C -0.261
4. C -0.012
5. N 0.126
6. N 0.174
7. N 0.067
8. H 0.125
9. H 0.129
10. H 0.126
11. H 0.118
12. H 0.146
13. H 0.112
14. H 0.103
15. H 0.089
16. H 0.136
17. H 0.203
18. H 0.133
19. H -0.009
20. H 0.020
21. H -0.008
22. O -0.100

Going through the records in order, we get energy relative to the best compared isomer or geometry (same formula, charge and spin) values of 539.2 414.3 266.5 789.6 kJ/mol.
Going through the records in order, we get highest occupied orbital energy values of -9.373 -12.223 -3.345 -12.780 eV.